Entry from OMol25: a cluster of 2 separate species, C8H12O6 in total in a non-equilibrium geometry (ωB97M-V/def2-TZVPD).

Geometry as XYZ:
```
26
C8H12O6 ωB97M-V/def2-TZVPD
O -1.247 -0.563 0.937
O 1.217 -0.094 -2.819
O -1.579 0.678 2.799
O -2.729 1.081 0.922
O 1.762 -1.127 -0.929
O 2.327 0.981 -1.209
C -2.210 -1.813 -0.828
C 1.781 1.572 1.148
C 1.718 -0.077 -1.726
C 2.389 -0.792 0.318
C 2.630 0.730 0.176
C -1.615 -0.477 -0.474
C -1.823 0.421 1.653
C -2.619 0.694 -0.434
H 2.048 2.602 0.917
H -0.728 -0.153 -1.008
H -2.241 1.471 -1.100
H 0.719 1.359 1.133
H -1.481 -2.501 -1.263
H -2.552 -2.373 0.050
H -3.582 0.391 -0.838
H 2.208 1.322 2.120
H 3.673 0.971 0.369
H -3.119 -1.894 -1.431
H 1.756 -1.017 1.174
H 3.298 -1.394 0.344
```

The calculation puts the frontier orbital gap at 0.4322 Eh. The lowest unoccupied orbital energy is 0.68 eV. Its total charge is 0. The highest occupied orbital energy is -11.08 eV. The calculation puts the electronic energy at -763.49526 hartree. Its relative energy (zero: lowest compared OMol25 entry of this formula, charge and spin) is 45.1 kJ/mol.

Charges per atom according to Löwdin partitioning, unit e: number 1, O, carries 0.0525; number 2, O, carries 0.1381; number 3, O, carries 0.1474; number 4, O, carries 0.0868; number 5, O, carries 0.0708; number 6, O, carries 0.1042; number 7, C, carries -0.0170; number 8, C, carries 0.0025; number 9, C, carries -0.6319; number 10, C, carries -0.0578; number 11, C, carries -0.2826; number 12, C, carries -0.2594; number 13, C, carries -0.5875; number 14, C, carries -0.0867; number 15, H, carries 0.0894; number 16, H, carries 0.1243; number 17, H, carries 0.1342; number 18, H, carries 0.0698; number 19, H, carries 0.0866; number 20, H, carries 0.0961; number 21, H, carries 0.1281; number 22, H, carries 0.0957; number 23, H, carries 0.1468; number 24, H, carries 0.0861; number 25, H, carries 0.1310; number 26, H, carries 0.1325